{
  "formula": "C13H16Cl2LuN2",
  "method": "ωB97M-V/def2-TZVPD",
  "total_energy_ha": -2770.48894,
  "max_force_ev_per_a": 3.4,
  "total_charge": -1,
  "multiplicity": 1,
  "orbital_gap_ev": [3.45, 3.45],
  "symbols": ["Lu", "Cl", "Cl", "C", "H", "H", "C", "C", "H", "C", "H", "C", "H", "H", "C", "H", "H", "C", "H", "H", "H", "H", "N", "C", "C", "C", "C", "N", "C", "C", "H", "H", "H", "H"],
  "xyz": [[-0.023, -2.349, 0.412], [2.229, -2.232, 1.201], [-1.141, -4.262, -0.433], [-0.880, 2.379, -2.030], [-1.267, 2.324, -1.002], [-1.529, 1.767, -2.672], [1.329, 2.001, -0.999], [0.508, 1.943, -2.098], [0.965, 2.476, -0.081], [1.046, 1.385, -3.387], [-1.011, 3.419, -2.363], [2.102, 0.290, -3.165], [0.226, 1.005, -4.005], [1.534, 2.190, -3.962], [3.213, 0.787, -2.246], [1.632, -0.604, -2.732], [2.523, -0.013, -4.131], [2.675, 1.378, -0.923], [3.896, -0.041, -2.015], [3.792, 1.560, -2.769], [2.650, 0.572, -0.167], [3.408, 2.111, -0.551], [-4.106, 0.435, 6.097], [-3.490, 0.022, 5.191], [-2.737, -0.489, 4.069], [-3.347, -0.616, 2.817], [-2.619, -1.103, 1.752], [-1.301, -1.453, 1.905], [-0.697, -1.322, 3.129], [-1.394, -0.842, 4.222], [-4.396, -0.335, 2.680], [-3.036, -1.236, 0.754], [0.358, -1.605, 3.170], [-0.897, -0.748, 5.187]],
  "forces_ev_per_a": [[-0.64, 0.77, 0.19], [1.03, 0.03, 0.16], [-0.44, -0.86, -0.48], [-1.59, 0.75, 0.10], [0.08, 0.01, -0.30], [0.13, 0.06, 0.20], [-1.60, -0.04, -1.52], [2.70, -0.40, 1.94], [-0.07, -0.33, -0.26], [0.31, -0.22, -0.25], [0.01, -0.11, -0.07], [-0.17, 0.03, 0.00], [0.07, 0.01, 0.04], [-0.24, -0.06, 0.04], [-0.07, 0.16, 0.16], [-0.02, 0.18, 0.00], [-0.04, 0.01, 0.10], [0.83, -0.32, 0.02], [-0.04, 0.22, -0.06], [-0.07, -0.13, 0.00], [-0.09, 0.29, -0.13], [-0.12, -0.16, 0.03], [0.73, -0.49, -1.06], [-0.18, 0.11, 0.22], [-1.43, 0.96, 1.88], [-0.24, -0.41, -1.65], [-1.05, 0.55, 0.85], [0.98, -0.57, -1.42], [-0.49, 0.57, 1.66], [1.76, -0.68, -0.63], [0.41, -0.14, 0.04], [0.01, 0.08, 0.29], [-0.35, 0.12, 0.18], [-0.12, -0.01, -0.28]]
}

{
  "formula": "C4H11NO",
  "method": "ωB97M-V/def2-TZVPD",
  "total_energy_ha": -288.90614,
  "max_force_ev_per_a": 4.2,
  "total_charge": 0,
  "smiles": "C=CC.NCO",
  "multiplicity": 1,
  "orbital_gap_ev": 10.54,
  "symbols": ["C", "C", "C", "H", "H", "H", "H", "H", "H", "N", "C", "O", "H", "H", "H", "H", "H"],
  "xyz": [[-0.479, -1.225, 1.823], [-1.674, -0.825, 0.985], [-2.641, 0.021, 1.219], [-0.376, -0.899, 2.915], [0.464, -0.956, 1.268], [-0.385, -2.385, 1.963], [-1.600, -1.431, -0.036], [-3.634, 0.231, 0.791], [-2.630, 0.390, 2.237], [1.707, 1.800, -1.402], [0.931, 0.691, -1.044], [1.536, -0.565, -1.294], [1.798, 1.714, -2.450], [2.456, 2.320, -1.032], [0.089, 0.608, -1.762], [0.335, 0.772, -0.067], [2.431, -0.409, -1.561]],
  "forces_ev_per_a": [[1.25, -1.44, 1.28], [1.36, -2.69, -2.98], [-1.47, 0.44, 2.00], [-0.53, 0.26, -1.61], [-0.83, -0.19, 0.62], [-0.50, 1.93, -0.68], [-0.46, 1.44, 1.97], [1.06, -0.36, -0.79], [0.13, 0.53, 0.21], [-0.91, -0.03, -3.98], [-2.51, -0.28, 0.38], [-0.06, -0.89, 1.06], [0.21, 0.78, 1.69], [0.62, -0.19, 1.35], [0.14, 0.79, 0.25], [1.72, -0.24, -0.75], [0.76, 0.14, -0.02]]
}

{
  "formula": "C16H12Cl5N3O4Pd",
  "method": "ωB97M-V/def2-TZVPD",
  "total_energy_ha": -3511.05727,
  "max_force_ev_per_a": 0.5,
  "total_charge": -2,
  "multiplicity": 1,
  "orbital_gap_ev": 4.43,
  "symbols": ["Pd", "Cl", "C", "C", "C", "Cl", "C", "Cl", "C", "Cl", "C", "Cl", "O", "C", "O", "C", "C", "N", "N", "C", "C", "O", "O", "H", "H", "H", "C", "C", "C", "C", "C", "N", "H", "H", "H", "H", "H", "H", "H", "H", "H"],
  "xyz": [[-0.846, 0.232, 0.571], [-2.686, 1.735, -1.876], [-1.324, 2.656, -1.250], [-0.568, 2.082, -0.216], [0.521, 2.887, 0.163], [1.609, 2.277, 1.403], [0.833, 4.119, -0.397], [2.210, 5.046, 0.128], [0.033, 4.633, -1.419], [0.401, 6.165, -2.149], [-1.061, 3.884, -1.849], [-2.051, 4.511, -3.136], [-2.116, -3.577, 5.965], [-1.235, -3.934, 5.122], [-0.550, -4.965, 5.156], [-0.999, -2.999, 3.954], [-0.030, -3.237, 3.012], [-0.069, -2.226, 2.134], [-1.012, -1.319, 2.418], [-1.598, -1.778, 3.528], [-2.729, -0.995, 4.140], [-3.183, -1.447, 5.296], [-3.204, -0.021, 3.605], [-2.717, -2.338, 5.608], [0.657, -4.064, 2.936], [0.430, -2.100, 1.267], [0.463, -0.663, -4.028], [1.331, -0.427, -2.788], [1.511, 1.078, -2.554], [2.696, -1.108, -2.944], [0.644, -1.020, -1.627], [0.108, -1.484, -0.717], [0.961, -0.233, -4.901], [-0.508, -0.182, -3.908], [0.306, -1.728, -4.203], [2.042, 1.514, -3.405], [2.076, 1.269, -1.640], [0.544, 1.567, -2.442], [3.220, -0.670, -3.797], [2.585, -2.181, -3.113], [3.305, -0.959, -2.051]],
  "forces_ev_per_a": [[-0.12, 0.20, 0.46], [-0.01, -0.01, -0.02], [-0.06, 0.07, 0.06], [0.01, 0.26, -0.05], [0.01, 0.02, 0.01], [0.00, 0.03, -0.01], [-0.07, -0.02, -0.07], [0.03, 0.01, 0.02], [0.00, -0.05, -0.01], [0.00, 0.01, 0.00], [0.06, -0.03, 0.09], [-0.02, 0.00, -0.03], [0.03, -0.07, 0.10], [-0.03, 0.08, -0.11], [-0.04, 0.04, 0.05], [0.00, -0.01, 0.07], [0.08, -0.09, -0.05], [-0.11, 0.17, 0.05], [-0.05, -0.43, -0.19], [0.03, 0.25, 0.01], [-0.22, -0.02, 0.12], [0.11, -0.01, -0.05], [0.11, 0.00, -0.07], [0.02, -0.03, -0.09], [-0.02, 0.06, -0.01], [0.01, -0.02, -0.06], [-0.02, 0.00, -0.04], [-0.03, 0.14, 0.06], [0.01, -0.02, 0.00], [0.00, -0.02, -0.04], [0.02, -0.09, -0.07], [0.21, -0.35, -0.07], [-0.01, 0.00, 0.01], [0.01, 0.00, 0.01], [0.01, 0.00, 0.00], [0.00, -0.02, 0.00], [0.00, -0.01, -0.03], [0.10, -0.03, -0.06], [-0.01, -0.01, 0.02], [0.00, 0.02, 0.00], [-0.01, 0.01, -0.01]]
}

{
  "formula": "C39H44FN8O9SSiY",
  "method": "ωB97M-V/def2-TZVPD",
  "total_energy_ha": -3454.04514,
  "max_force_ev_per_a": 0.6,
  "total_charge": -2,
  "multiplicity": 1,
  "orbital_gap_ev": 5.11,
  "symbols": ["Y", "N", "C", "C", "C", "C", "C", "C", "S", "O", "O", "N", "C", "N", "C", "C", "C", "N", "H", "H", "H", "H", "H", "H", "H", "H", "H", "C", "C", "C", "C", "C", "C", "C", "F", "C", "C", "C", "O", "C", "C", "N", "C", "C", "O", "O", "H", "H", "H", "H", "H", "H", "H", "H", "H", "H", "H", "O", "C", "O", "C", "C", "N", "N", "C", "C", "O", "O", "H", "H", "H", "N", "C", "C", "Si", "C", "C", "C", "C", "C", "C", "C", "C", "H", "H", "H", "H", "H", "H", "H", "H", "H", "H", "H", "H", "H", "H", "H", "H", "H", "H", "H", "H", "H"],
  "xyz": [[0.935, 0.297, 1.368], [5.596, -3.858, -4.980], [4.491, -3.237, -4.359], [3.197, -3.681, -4.611], [2.112, -3.055, -4.016], [2.312, -1.977, -3.178], [3.600, -1.519, -2.927], [4.684, -2.144, -3.515], [0.960, -1.158, -2.367], [1.009, 0.224, -2.789], [-0.238, -1.896, -2.698], [1.352, -1.196, -0.822], [1.423, -2.369, -0.149], [1.417, -3.582, -0.724], [1.589, -4.605, 0.102], [1.780, -4.475, 1.467], [1.742, -3.184, 1.975], [1.540, -2.146, 1.180], [5.426, -4.830, -5.191], [6.443, -3.769, -4.438], [3.043, -4.533, -5.266], [1.103, -3.414, -4.174], [3.742, -0.680, -2.256], [5.689, -1.790, -3.311], [1.579, -5.591, -0.355], [1.938, -5.332, 2.105], [1.872, -2.956, 3.024], [-1.378, 4.484, -5.127], [-2.163, 4.650, -3.829], [-3.673, 4.668, -4.035], [-4.151, 3.326, -4.569], [-3.653, 2.204, -3.694], [-4.287, 0.981, -3.675], [-3.806, -0.049, -2.877], [-4.460, -1.231, -2.923], [-2.725, 0.107, -2.059], [-2.085, 1.350, -2.038], [-0.946, 1.546, -1.126], [-0.687, 0.673, -0.288], [-0.202, 2.756, -1.315], [-0.681, 3.695, -2.165], [-1.818, 3.583, -2.884], [-2.522, 2.383, -2.875], [1.152, 2.990, -0.693], [1.802, 3.971, -1.067], [1.549, 2.103, 0.124], [-1.665, 5.250, -5.851], [-1.554, 3.502, -5.568], [-0.308, 4.571, -4.936], [-1.865, 5.583, -3.349], [-3.931, 5.481, -4.717], [-4.152, 4.876, -3.075], [-3.791, 3.187, -5.593], [-5.241, 3.296, -4.620], [-5.165, 0.805, -4.286], [-2.347, -0.698, -1.443], [-0.108, 4.606, -2.292], [6.839, -0.599, 3.499], [6.891, 0.167, 2.428], [7.944, 0.596, 1.994], [5.597, 0.513, 1.799], [5.461, 1.346, 0.702], [4.156, 1.400, 0.407], [3.432, 0.669, 1.250], [4.270, 0.128, 2.108], [3.639, -0.658, 3.229], [4.402, -1.243, 4.035], [2.392, -0.638, 3.233], [5.879, -0.850, 3.734], [6.208, 1.888, 0.147], [3.619, 2.013, -0.202], [0.899, 2.781, 3.987], [0.904, 1.968, 3.159], [-2.468, -2.191, 1.728], [-1.703, -0.672, 2.650], [-3.193, 0.625, 2.651], [-4.361, 0.323, 3.590], [-3.769, 0.666, 1.234], [-2.654, 2.023, 2.967], [-1.551, -1.370, 4.486], [-1.294, -0.241, 5.487], [-0.321, -2.283, 4.505], [-2.735, -2.217, 4.968], [-3.517, -2.379, 1.988], [-1.902, -3.095, 1.981], [-2.407, -2.077, 0.641], [-4.777, -0.674, 3.415], [-5.173, 1.050, 3.419], [-4.084, 0.394, 4.642], [-4.245, -0.279, 0.953], [-2.988, 0.873, 0.507], [-4.528, 1.461, 1.150], [-2.174, 2.082, 3.946], [-3.470, 2.762, 2.937], [-1.897, 2.330, 2.241], [-0.456, 0.389, 5.180], [-1.053, -0.663, 6.475], [-2.165, 0.407, 5.615], [0.591, -1.735, 4.263], [-0.427, -3.116, 3.800], [-0.188, -2.721, 5.507], [-3.650, -1.640, 5.087], [-2.501, -2.662, 5.949], [-2.947, -3.041, 4.279]],
  "forces_ev_per_a": [[0.45, -0.29, 0.20], [-0.02, -0.02, 0.05], [0.04, 0.00, -0.03], [0.02, 0.00, 0.00], [-0.09, -0.09, -0.04], [0.12, 0.16, 0.07], [-0.05, -0.01, -0.03], [-0.01, 0.01, 0.01], [0.08, -0.11, -0.15], [0.05, 0.00, 0.05], [0.01, 0.00, 0.05], [-0.22, 0.05, -0.06], [0.04, 0.21, -0.09], [0.04, -0.02, 0.06], [-0.02, 0.01, -0.01], [0.02, -0.02, 0.07], [0.00, 0.02, -0.12], [-0.08, -0.35, -0.04], [0.00, 0.01, -0.01], [0.00, 0.02, -0.02], [0.00, 0.00, 0.01], [0.02, 0.02, 0.02], [0.02, -0.02, -0.02], [0.00, -0.01, 0.00], [0.00, 0.01, -0.03], [0.00, 0.01, 0.01], [0.01, -0.02, -0.01], [0.01, 0.00, -0.04], [0.00, -0.04, 0.02], [0.02, 0.00, 0.01], [0.00, 0.00, -0.04], [0.01, -0.03, 0.02], [-0.01, 0.01, -0.02], [-0.02, -0.01, 0.00], [0.01, -0.01, 0.00], [-0.02, 0.01, 0.02], [0.01, -0.01, -0.01], [0.10, -0.05, -0.16], [-0.37, 0.03, 0.08], [-0.07, 0.01, 0.08], [0.08, 0.00, 0.05], [-0.05, 0.01, -0.02], [0.02, 0.01, 0.00], [0.07, -0.01, -0.18], [-0.02, -0.04, 0.04], [0.08, 0.27, -0.15], [0.01, 0.00, 0.02], [0.00, 0.01, 0.01], [-0.01, -0.01, 0.01], [0.01, 0.02, 0.00], [0.00, -0.01, -0.02], [-0.01, -0.01, 0.00], [-0.01, 0.00, 0.00], [-0.01, 0.01, 0.03], [0.01, 0.01, 0.00], [-0.02, 0.03, 0.00], [-0.02, 0.00, -0.01], [0.04, -0.05, -0.01], [0.07, 0.25, 0.16], [-0.03, -0.08, -0.08], [-0.04, -0.03, -0.16], [-0.01, -0.02, -0.01], [-0.10, 0.05, 0.03], [-0.01, -0.07, 0.09], [0.07, 0.03, 0.04], [-0.01, -0.02, 0.00], [0.10, 0.09, -0.09], [-0.07, -0.01, 0.09], [-0.13, -0.17, 0.08], [-0.01, 0.00, 0.02], [0.04, 0.00, -0.02], [0.00, -0.03, 0.01], [-0.09, 0.36, 0.13], [-0.06, -0.02, 0.05], [0.06, -0.01, 0.17], [-0.03, -0.03, -0.05], [-0.05, 0.01, -0.01], [-0.03, 0.00, -0.04], [-0.01, 0.03, 0.00], [-0.07, -0.08, -0.02], [0.04, 0.01, 0.03], [0.04, -0.02, 0.02], [0.01, -0.01, 0.04], [0.01, -0.02, -0.01], [0.01, 0.02, -0.02], [0.00, 0.03, 0.04], [0.02, 0.01, -0.01], [0.02, 0.00, 0.00], [0.02, 0.01, 0.00], [0.01, 0.02, 0.01], [0.05, 0.00, -0.06], [0.01, -0.01, 0.01], [0.00, -0.01, 0.00], [0.01, -0.01, 0.01], [-0.01, -0.01, 0.01], [-0.01, -0.01, -0.01], [0.00, 0.01, -0.01], [-0.01, 0.00, -0.02], [-0.04, 0.01, 0.00], [0.00, 0.02, 0.00], [-0.02, 0.01, -0.01], [0.02, -0.01, 0.00], [0.00, 0.00, -0.02], [0.01, 0.01, 0.01]]
}

In order of appearance, energy above the lowest of the compared OMol25 structures with the same formula, charge and spin = 0.0, 69.6, 28.8, 7.5 kcal per mole.